ORCA calculation (ωB97M-V/def2-TZVPD) on the ion C5H6N with charge +1.

```
! wB97M-V def2-TZVPD RIJCOSX def2/J DEFGRID3
* xyz 1 1
N -0.4435 0.0700 -0.0062
C 1.9760 -0.6536 0.0043
C 0.4950 -0.8604 -0.0138
C 0.2107 1.3269 -0.0010
C -1.8491 -0.1951 -0.0028
C 1.4781 0.7563 -0.0002
H 2.4474 -0.9922 0.9225
H -2.0109 -1.2704 0.0649
H -0.1835 2.3160 -0.0031
H -2.3231 0.3002 0.8458
H 2.5000 -0.9877 -0.8883
H -2.2971 0.1900 -0.9220
*
```

Computed properties:
energy relative to the best compared isomer or geometry (same formula, charge and spin) = 6.462 eV
M = 80.1 g/mol
frontier orbital gap (spin up / spin down) = 0.3329 / 0.3287 Ha
SMILES = C[N+]1=C2CC2=C1
E_tot = -6758.7157 eV